1.
11
Properties=species:S:1:pos:R:3:forces:R:3:mulliken_charge:R:1 method="wB97M-V/def2-TZVPD" orbital_gap_ev=9.23 spin_multiplicity=1 homo_ev=-9.49 fmax_ev_per_a=0.284 charge=0 total_energy_ev=-37671.3630
O 0.4435 -0.0106 2.6268 0.0461 0.0319 0.1060 -0.605
P 0.0840 0.2404 1.2494 0.0472 0.0138 -0.2587 0.984
O -1.4711 0.2411 0.9011 0.1478 0.1802 -0.0817 -0.433
O 0.6785 1.5807 0.5991 -0.2013 -0.0767 0.0320 -0.476
O 0.6789 -0.8785 0.2659 -0.2369 0.0782 0.1350 -0.232
P 0.4086 -1.0754 -1.3280 -0.0815 -0.1747 -0.1432 0.302
S -1.2335 -1.8340 -1.9285 0.0057 0.0570 0.0544 -0.324
H -1.8848 1.0929 0.7184 -0.0376 -0.1977 0.1160 0.311
H 0.0410 2.2479 0.3261 0.1198 0.0280 0.0462 0.320
H 1.5566 -1.8092 -1.6164 0.1299 -0.0074 0.0076 0.075
H 0.6984 0.2047 -1.8139 0.0608 0.0673 -0.0137 0.079

2.
7
Properties=species:S:1:pos:R:3:forces:R:3:mulliken_charge:R:1 method="wB97M-V/def2-TZVPD" orbital_gap_ev=8.74 spin_multiplicity=1 de_lowest_kcal_mol=24.1 homo_ev=-8.96 fmax_ev_per_a=3.837 charge=0 total_energy_ev=-23781.7338
S 0.2474 2.5450 0.1069 -1.1549 -1.3246 0.5915 -0.135
S 1.6055 0.9315 -0.1323 2.7037 2.6991 0.3536 -0.131
H 0.9877 3.4725 -0.4662 0.6449 -0.0081 -0.6086 0.167
H 1.1585 -0.2600 -0.2352 -2.1649 -1.3672 -0.3233 0.100
H -0.9206 -1.6389 0.1033 0.2218 0.5772 0.8195 0.280
H -1.6790 -2.8031 -0.0635 -0.4384 -0.4831 0.8647 0.328
O -1.3994 -2.2469 0.6870 0.1878 -0.0934 -1.6974 -0.608

3.
7
Properties=species:S:1:pos:R:3:forces:R:3:mulliken_charge:R:1 method="wB97M-V/def2-TZVPD" orbital_gap_ev=9.56 spin_multiplicity=1 de_lowest_kcal_mol=23.8 homo_ev=-9.02 fmax_ev_per_a=4.139 charge=0 total_energy_ev=-20825.4928
O 0.0898 -0.3842 1.4080 -0.6958 2.0227 1.0634 -0.359
Si 0.8231 0.2407 0.1429 -1.2921 3.2950 -2.1460 0.459
S -1.0165 0.7754 -1.1544 -0.4706 -0.8995 0.3744 -0.403
H 0.1779 -1.2838 1.5848 0.1370 -2.2332 0.4382 0.329
H 1.4463 1.6473 0.2910 0.0093 -1.4995 0.2161 -0.077
H -1.3316 1.7514 -2.0703 1.3031 -0.2001 0.7277 0.141
H 1.4184 -0.8857 -0.4812 1.0091 -0.4855 -0.6737 -0.090

4.
6
Properties=species:S:1:pos:R:3:forces:R:3:mulliken_charge:R:1 method="wB97M-V/def2-TZVPD" orbital_gap_ev=10.52 spin_multiplicity=1 de_lowest_kcal_mol=1.0 homo_ev=-9.88 fmax_ev_per_a=0.288 charge=0 total_energy_ev=-21735.0367
S 4.8216 8.4451 -9.2770 -0.1490 -0.2307 -0.0286 -0.266
H 4.3297 7.7539 -10.3220 0.0548 0.1166 0.1333 0.123
H 4.2498 7.6104 -8.3893 0.0857 0.1183 -0.1232 0.145
S 3.9467 6.2972 -13.7863 0.0298 -0.0294 0.2848 -0.282
H 3.1150 5.8965 -12.8068 0.1108 0.0408 -0.1445 0.141
H 5.0073 6.2955 -12.9576 -0.1321 -0.0156 -0.1218 0.139

5.
7
Properties=species:S:1:pos:R:3:forces:R:3:mulliken_charge:R:1 method="wB97M-V/def2-TZVPD" orbital_gap_ev=8.23 spin_multiplicity=1 de_lowest_kcal_mol=16.6 homo_ev=-8.90 fmax_ev_per_a=2.776 charge=0 total_energy_ev=-32569.6297
S -2.9864 -0.2019 -0.2362 0.3481 -0.5179 -2.2812 -0.373
H -2.7324 -1.4673 -0.7716 -0.2813 1.1602 0.5567 0.180
H -2.9551 0.3661 -1.5425 -0.0410 -0.6727 1.7106 0.186
S 1.0868 -0.6242 0.9244 0.3161 1.4875 -2.1284 -0.147
S 2.0729 0.8605 -0.5810 -0.4062 -1.4866 2.3095 -0.176
H -0.0784 -0.5935 0.2024 0.5203 0.0124 0.5076 0.166
H 2.9926 1.1443 0.3958 -0.4560 0.0171 -0.6748 0.164

6.
78
Properties=species:S:1:pos:R:3:forces:R:3:mulliken_charge:R:1 method="wB97M-V/def2-TZVPD" orbital_gap_ev=9.36 spin_multiplicity=1 de_lowest_kcal_mol=79.6 homo_ev=-10.05 fmax_ev_per_a=1.541 charge=0 total_energy_ev=-54080.8646
O 0.2066 3.4876 -1.2395 -0.9223 0.2247 0.1038 -0.374
H 0.6089 2.7261 -0.8217 0.2639 -0.2775 -0.0410 0.229
H 0.8858 4.1616 -1.2150 0.3202 0.3382 0.0187 0.336
O 2.7569 -3.0070 -0.6560 0.2609 -0.1417 -0.2805 -0.567
H 3.1979 -3.7955 -0.3396 0.2055 -0.1757 0.0522 0.238
H 2.2450 -3.3040 -1.4084 -0.1396 0.1375 -0.3823 0.208
O -1.2622 1.7398 1.1919 0.1889 -0.0664 0.5979 -0.551
H -1.4928 2.5827 0.8013 -0.5650 0.7752 -0.7693 0.198
H -1.0034 1.9535 2.0883 0.1743 -0.2151 0.5156 0.282
O -1.6176 4.5406 -2.9308 -0.6512 0.9265 0.0607 -0.645
H -1.9934 3.8090 -3.4205 -0.0064 -0.3748 -0.2802 0.404
H -1.2322 4.1363 -2.1535 0.6075 -0.4079 0.0330 0.297
O 4.8916 -0.5701 -1.4565 0.4534 0.1096 0.1437 -0.638
H 4.3225 -0.0315 -2.0061 -0.1613 -0.0071 -0.4203 0.276
H 4.3225 -1.2691 -1.1342 -0.2143 -0.1558 0.2171 0.310
O 0.8103 -4.7998 0.3913 0.1805 -0.0777 0.0258 -0.487
H 0.6799 -5.0719 -0.5171 -0.3177 -0.1325 -0.3998 0.258
H 1.0101 -5.6110 0.8585 0.1272 -0.2930 0.2834 0.256
O 3.0927 0.2708 -3.6301 0.2095 0.1323 0.2339 -0.574
H 2.2581 -0.1687 -3.7931 -0.3793 -0.2373 -0.0142 0.250
H 3.3324 0.6516 -4.4750 0.1510 -0.0534 -0.4026 0.281
O -4.4967 -1.4475 3.0779 -0.5824 -0.7197 0.0305 -0.650
H -4.4682 -0.8484 3.8239 0.2480 0.0581 -0.0879 0.370
H -3.9547 -1.0261 2.4108 0.4341 0.1121 -0.1971 0.374
O -2.1416 2.2772 -4.5213 0.0047 -0.0903 0.1095 -0.648
H -2.0631 2.5685 -5.4297 0.1328 0.1406 -0.2737 0.300
H -2.9192 1.7190 -4.5147 -0.2198 -0.2022 0.0546 0.311
O 3.1555 -3.7640 2.5297 0.2978 -0.4135 0.1885 -0.609
H 3.2881 -4.2108 1.6936 0.0707 -0.0979 0.0013 0.275
H 2.3045 -3.3350 2.4402 -0.3722 0.4893 -0.0766 0.338
O 1.3997 0.9378 2.8269 0.5886 0.1605 -0.4703 -0.613
H 0.7961 1.3816 3.4226 -0.0761 0.3196 0.0960 0.424
H 1.0800 0.0364 2.7887 -0.1993 -0.5904 0.1095 0.265
O -2.4203 4.1397 0.2228 0.0123 -0.1517 0.5966 -0.644
H -1.7086 4.6546 -0.1575 0.3248 0.1349 -0.2538 0.282
H -3.0922 4.1189 -0.4586 -0.2039 -0.0289 -0.2587 0.305
O -0.5399 2.2612 4.0899 -0.4096 0.1749 0.0342 -0.622
H -0.8531 1.8427 4.8918 -0.1062 -0.3212 0.3048 0.265
H -0.8791 3.1550 4.1374 0.0530 0.4351 -0.0181 0.282
O 3.0166 3.1647 -3.5920 0.1000 0.3340 -0.2494 -0.603
H 3.2199 3.6165 -2.7729 -0.0282 0.1614 0.0433 0.289
H 3.2287 2.2474 -3.4191 -0.1705 -0.3533 0.2726 0.377
O 2.7830 -0.8709 0.8890 0.2279 0.6473 -0.0147 -0.601
H 2.5914 -1.7500 0.5625 -0.0245 -0.1537 -0.1262 0.435
H 1.9652 -0.5817 1.2937 -0.0905 -0.0123 0.1039 0.213
O -5.5109 0.7874 0.6750 -0.6669 0.4013 0.0614 -0.669
H -4.8185 0.2554 1.0672 0.2780 -0.1905 -0.0420 0.371
H -5.2284 0.9198 -0.2300 0.1232 -0.0213 -0.1263 0.281
O 0.7376 -1.9026 2.8173 0.7440 0.6694 -0.1000 -0.574
H 1.0163 -2.0756 3.7165 0.1011 -0.0001 0.3409 0.240
H 0.0920 -2.5842 2.6308 -0.8126 -0.4901 0.1414 0.282
O -0.9033 -3.9819 2.3743 -0.3066 0.2087 0.2861 -0.644
H -1.0325 -4.8667 2.7159 -0.1398 -0.1068 0.2624 0.285
H -0.4940 -4.1122 1.5189 0.1069 -0.2414 -0.6310 0.350
O -2.0438 -3.7694 -2.9058 -0.2248 -0.2614 -0.4195 -0.623
H -2.9297 -3.8711 -2.5579 -0.2502 -0.0660 -0.0290 0.304
H -1.5686 -3.3014 -2.2193 0.3778 0.1248 0.3999 0.399
O -0.3113 -0.0989 -0.3312 -0.1077 -1.3571 -0.7230 -0.269
H -0.6554 0.3664 0.4312 0.2101 0.5274 0.2194 0.183
H 0.3600 0.4843 -0.6854 0.4121 0.3189 -0.0312 0.025
O -0.2096 -2.6712 -1.1748 0.1180 -0.9486 -0.5584 -0.516
H 0.4473 -2.9349 -0.5305 0.0907 0.0738 0.3826 0.112
H -0.3799 -1.7496 -0.9805 0.0139 1.2261 0.3240 0.410
O 1.9033 1.6472 -0.3287 0.0340 0.3685 -0.3439 -0.602
H 2.5432 0.9708 -0.5504 0.4061 -0.4997 0.0678 0.221
H 1.9357 1.7044 0.6263 -0.0034 -0.1799 0.7207 0.250
O 1.0901 -2.8752 -4.2618 0.2339 0.2433 -0.1360 -0.637
H 1.8293 -3.4605 -4.0970 0.2350 -0.1519 -0.1365 0.295
H 0.5860 -2.8903 -3.4482 -0.4915 0.0315 0.3356 0.362
O -3.7984 0.6523 4.6822 0.2867 0.1174 0.4425 -0.651
H -3.4462 1.5015 4.4157 0.0228 0.1832 -0.2891 0.293
H -4.6718 0.8501 5.0202 -0.3198 0.1509 0.1742 0.335
O 2.3607 5.1624 -0.5822 0.0018 0.1438 -0.2082 -0.619
H 2.5272 5.5646 0.2703 -0.0270 0.1590 0.2252 0.287
H 3.0659 4.5239 -0.6881 0.2388 -0.2377 0.0627 0.280
O -2.9499 -0.3240 0.9227 -0.4236 -0.7589 -0.0050 -0.610
H -2.5562 -1.0157 0.3911 -0.0369 -0.3013 -0.1424 0.219
H -2.2977 0.3766 0.9263 -0.0220 0.8039 0.2607 0.526

7.
78
Properties=species:S:1:pos:R:3:forces:R:3:mulliken_charge:R:1 method="wB97M-V/def2-TZVPD" orbital_gap_ev=10.68 spin_multiplicity=1 de_lowest_kcal_mol=21.9 homo_ev=-10.74 fmax_ev_per_a=2.385 charge=0 total_energy_ev=-54083.3698
O 11.2266 13.5202 8.2029 -0.5240 -0.3500 0.1682 -0.488
H 10.6332 12.7985 8.5038 0.3956 0.5945 -0.0633 0.201
H 10.9329 14.2986 8.7004 -0.0252 -0.3294 -0.0122 0.251
O 8.1363 9.1100 11.7629 -0.2228 -0.0517 0.0291 -0.676
H 8.2011 8.8632 12.6971 -0.0180 -0.1002 -0.1175 0.268
H 9.0012 9.5069 11.6290 0.3874 0.2728 -0.2515 0.287
O 7.8131 7.4829 9.4845 0.6116 0.2716 0.9598 -0.629
H 8.4920 7.3214 8.8103 -0.0310 0.1723 0.4014 0.311
H 8.2782 7.8219 10.3093 -0.8641 -0.5455 -1.3739 0.316
O 11.6433 8.8111 16.0991 -0.8352 0.6231 0.0222 -0.675
H 12.0964 9.5065 15.5754 0.4557 -0.7524 0.2201 0.412
H 11.9008 7.9300 15.8296 0.4673 0.0571 -0.2667 0.324
O 6.4852 4.7294 8.6746 0.5709 0.2669 -0.9148 -0.607
H 6.7585 5.4387 9.2498 0.3483 0.7291 0.2451 0.326
H 5.9149 4.2108 9.2078 -0.8575 -0.8502 0.6642 0.298
O 15.0603 11.9024 12.9203 0.5753 0.9618 0.9207 -0.653
H 14.5891 11.6788 12.1226 -0.0929 0.1027 -0.6863 0.274
H 15.3735 12.8374 12.8332 -0.3959 -1.0227 -0.2881 0.320
O 13.3479 8.8762 9.9198 0.7634 0.4198 0.4912 -0.575
H 12.4758 8.4900 9.7921 -0.4524 -0.4032 -0.5571 0.402
H 14.0277 8.3606 9.4697 -0.4356 -0.0662 0.1210 0.232
O 8.2638 10.7555 6.2736 0.1273 -0.0912 0.3182 -0.711
H 7.7512 10.7559 7.0946 -0.1730 -0.3124 0.0465 0.353
H 8.2538 11.6739 6.0101 -0.0543 0.3778 -0.2720 0.324
O 12.6166 14.4315 12.2744 0.0031 -0.2401 0.9540 -0.754
H 12.0804 14.8305 11.5797 0.5074 0.0192 -0.0612 0.241
H 13.5833 14.5315 12.1626 -0.3541 0.8674 -0.3286 0.358
O 9.1870 14.2932 10.9911 -0.2771 -0.6702 1.6330 -0.548
H 8.2384 14.2824 10.8078 0.1346 0.0257 -0.3628 0.264
H 9.1740 13.8785 11.9149 0.3000 0.6266 -1.4355 0.302
O 10.0113 11.1836 10.3492 0.9949 0.5361 0.0706 0.129
H 9.1364 11.5716 10.4653 -0.2123 0.5566 -0.0034 0.261
H 10.7151 11.8853 10.5021 -1.0853 -1.0403 0.0239 -0.019
O 6.9806 11.6499 10.9358 -0.3576 1.1681 1.4142 -0.585
H 6.5742 12.1625 11.7145 0.6678 -0.9633 -1.5039 0.354
H 7.2607 10.8194 11.3404 -0.1541 -0.3440 -0.0270 0.304
O 15.3135 14.7036 11.7008 0.6294 0.4116 0.5960 -0.703
H 16.0210 15.3635 11.6352 -0.3606 -0.2544 0.2626 0.292
H 14.9787 14.5932 10.7921 -0.0383 -0.3735 -0.5220 0.445
O 12.1507 9.8364 12.2970 0.5269 -0.0667 1.0370 -0.679
H 12.6182 9.2624 11.6633 0.1636 -0.0111 0.2697 0.339
H 12.6827 9.9288 13.1452 -0.5524 0.0637 -1.1454 0.340
O 13.0604 10.8355 14.7003 1.1063 -0.5813 -0.1779 -0.810
H 12.5660 11.5979 15.0156 -0.5644 0.7764 -0.0589 0.478
H 13.8930 11.2682 14.3940 -0.3485 -0.5316 0.0110 0.268
O 12.0326 13.2451 14.8320 -0.5318 0.3899 -0.1684 -0.765
H 11.0732 13.3692 14.9614 0.6687 0.0039 -0.3367 0.302
H 12.2377 13.5823 13.9272 -0.4220 -0.0358 0.5660 0.439
O 8.5875 11.2600 15.6894 0.4285 -0.5033 -0.7474 -0.698
H 9.0464 10.5982 15.1023 -0.5757 0.5421 0.9291 0.382
H 8.6194 10.9438 16.6008 0.1652 -0.0802 -0.2976 0.307
O 12.6763 12.1937 10.9347 0.1520 -0.9869 -0.3524 -0.103
H 12.9152 12.7869 11.6602 -0.5843 0.0840 0.0320 0.279
H 12.5990 11.2857 11.3142 -0.1525 0.5167 -0.1076 0.155
O 14.2117 14.0672 9.4705 0.0524 0.0368 -1.1878 -0.689
H 13.5731 13.3322 9.4381 0.1014 0.0947 0.1274 0.222
H 14.5103 14.2217 8.5497 -0.4838 -0.1415 0.5882 0.251
O 5.7602 9.6039 8.3924 0.0335 0.7049 -0.0032 -0.620
H 6.2553 9.0971 9.0472 0.0422 -0.3632 -0.2558 0.342
H 5.4691 9.0130 7.6965 0.1461 -0.3547 0.1271 0.282
O 11.0795 10.3946 6.8850 0.2077 0.1877 0.0762 -0.664
H 10.1521 10.5019 6.6136 -0.1363 -0.0849 0.0368 0.392
H 11.4140 11.2916 7.0172 -0.0010 -0.2037 -0.0177 0.250
O 5.6212 13.0160 13.0127 0.4730 1.5566 -0.6245 -0.662
H 5.4607 12.6051 13.8443 -0.2213 -0.6757 1.0212 0.296
H 5.9594 13.9063 13.2500 -0.2765 -0.7954 -0.3021 0.305
O 9.7877 9.1628 13.8137 -0.5598 -0.3018 2.2990 -0.632
H 10.1201 8.8863 14.7063 -0.3321 0.0010 -0.6391 0.355
H 10.5993 9.4453 13.4172 1.1823 0.4010 -1.2318 0.169
O 13.4955 14.4545 6.3201 0.0272 0.8650 0.7851 -0.593
H 12.5575 14.5899 6.4962 0.0212 -0.1416 0.1704 0.291
H 13.5189 13.7890 5.6548 0.0849 -0.8145 -0.8084 0.301
O 9.0703 12.8144 13.3716 -0.4245 -0.6320 2.0095 -0.369
H 8.7755 12.6696 14.3286 0.3942 0.4084 -1.5880 0.331
H 9.2301 11.8965 13.1081 0.0825 0.1735 -0.3566 0.131
O 10.7233 8.5083 9.1144 0.8531 0.0130 -0.8472 -0.817
H 10.1264 9.1380 9.5196 -0.0792 0.5460 0.1784 0.238
H 11.1596 9.0478 8.4015 -0.7857 -0.3590 0.4764 0.431

8.
7
Properties=species:S:1:pos:R:3:forces:R:3:mulliken_charge:R:1 method="wB97M-V/def2-TZVPD" orbital_gap_ev=7.60 spin_multiplicity=1 homo_ev=-4.16 fmax_ev_per_a=1.137 charge=-1 total_energy_ev=-14717.3491
Sb 0.2175 -0.0030 0.0004 1.1342 0.0093 0.0738 -0.127
I -2.7153 0.0217 -0.0461 -0.7149 0.0012 -0.0331 -0.609
H 0.1394 1.7436 -0.1181 -0.0757 -0.0458 0.0042 -0.044
H 0.0916 0.1093 1.7464 -0.0791 0.0011 -0.0567 -0.044
H 0.1100 -1.7488 0.1083 -0.0615 0.0455 -0.0006 -0.044
H 0.1864 -0.1186 -1.7494 -0.0924 0.0089 0.0407 -0.046
H 1.9705 -0.0041 0.0583 -0.1107 -0.0201 -0.0285 -0.086

9.
9
Properties=species:S:1:pos:R:3:forces:R:3:lowdin_spin:R:1 method="wB97M-V/def2-TZVPD" orbital_gap_ev="5.21 / 6.60" spin_multiplicity=3 de_lowest_kcal_mol=19.1 homo_ev="-4.38 / -10.82" fmax_ev_per_a=4.234 s_squared=2.01 charge=0 total_energy_ev=-14392.1472
N -0.2058 -1.5149 0.4279 2.9657 2.7310 1.2946 0.206
N -0.4163 1.3590 0.4544 -1.3347 1.5114 -1.1501 0.256
O 1.7956 0.1966 0.2551 2.9100 0.1779 1.2555 0.303
P 0.4019 0.0316 -0.1387 1.0212 -1.9368 1.5744 0.490
H -0.9744 -1.9072 -0.0050 -1.5245 -1.3115 -1.2057 0.030
H 0.7245 -1.9906 0.4604 -1.5580 -0.2890 -0.1852 0.005
H -1.3158 1.4517 -0.0708 0.5450 0.1559 0.5876 0.057
H 0.1613 2.2354 0.2694 -0.8602 -1.5524 0.3680 0.010
H -0.1710 0.1383 -1.6526 -2.1646 0.5135 -2.5391 0.642

10.
9
Properties=species:S:1:pos:R:3:forces:R:3:mulliken_charge:R:1 method="wB97M-V/def2-TZVPD" orbital_gap_ev=8.71 spin_multiplicity=1 de_lowest_kcal_mol=69.3 homo_ev=-8.77 fmax_ev_per_a=2.531 charge=0 total_energy_ev=-23183.0393
N 1.7576 0.8069 -0.1762 1.8043 1.0084 -1.4603 -0.618
N 0.5798 0.2472 0.0522 -0.7406 -0.9371 0.1877 0.092
P 0.5100 -1.3448 0.2474 0.3752 0.0333 -0.3227 0.012
S -2.8451 0.1929 0.2467 0.5380 0.5497 0.1497 -0.378
H 1.6519 1.7730 -0.4495 -0.1266 0.1955 0.2517 0.234
H 2.3801 0.3884 -0.9013 -0.5934 -0.2038 1.0764 0.272
H -2.1140 0.1284 1.3882 -0.3976 0.0236 -0.3005 0.168
H -0.8800 -1.3269 0.3212 -0.3154 -0.3509 0.2075 0.016
H -1.7853 0.8022 -0.3659 -0.5440 -0.3187 0.2105 0.203

11.
8
Properties=species:S:1:pos:R:3:forces:R:3:mulliken_charge:R:1 method="wB97M-V/def2-TZVPD" orbital_gap_ev=10.33 spin_multiplicity=1 de_lowest_kcal_mol=1.6 homo_ev=-9.70 fmax_ev_per_a=2.835 charge=0 total_energy_ev=-4549.4426
H -0.8512 0.5418 -0.1770 0.1566 -0.2536 0.3736 0.255
H -1.3147 0.4495 1.3969 0.8102 0.9915 -0.8687 0.238
H -1.0200 1.8860 0.5694 -0.0692 0.2538 0.6535 0.217
H 1.3721 0.0579 -0.6651 -0.6959 -0.1398 -0.8853 0.248
H 0.5415 -1.4680 0.2418 0.6245 -0.1479 0.1894 0.236
N -0.6612 0.9544 0.7432 -0.9461 -1.0304 -0.1850 -0.712
N 1.1559 -0.6967 -1.3770 0.4477 -1.5969 2.2990 -0.268
N 0.7775 -1.7249 -0.7324 -0.3279 1.9233 -1.5764 -0.216

12.
9
Properties=species:S:1:pos:R:3:forces:R:3:mulliken_charge:R:1 method="wB97M-V/def2-TZVPD" orbital_gap_ev=9.08 spin_multiplicity=1 de_lowest_kcal_mol=30.9 homo_ev=-8.36 fmax_ev_per_a=6.326 charge=0 total_energy_ev=-15383.7915
N 0.1469 -1.6285 0.3691 -0.7269 4.0654 1.9205 -0.574
N 1.0582 1.0812 0.3414 1.1938 0.6391 -0.3180 -0.436
N -1.1028 0.5074 -0.8212 -0.0093 1.1166 2.1410 -0.583
S -0.2281 0.1384 0.6932 -1.3315 -5.4675 -2.8897 0.284
H 0.1036 -2.0219 1.3493 -0.0389 0.5542 -1.0153 0.173
H 1.8315 0.6445 0.8318 0.2895 0.2374 -0.0583 0.290
H 1.2882 1.1906 -0.6489 -0.2566 -0.2586 0.2919 0.278
H -2.0673 0.2997 -0.6242 -0.7825 0.6775 0.8605 0.275
H -1.0302 -0.2114 -1.4904 1.6623 -1.5640 -0.9326 0.294